Formula: C29H26N3O10RuS4Se2
Source: the OMol25 dataset
Level of theory: ωB97M-V/def2-TZVPD

⟨S²⟩: 0.76
Energy above the lowest of the compared OMol25 structures with the same formula, charge and spin: 23.9 kcal per mole
Gap between HOMO and LUMO (alpha / beta): 0.196 / 0.198 Ha
Multiplicity: 2
Total charge: -2

CARTESIAN COORDINATES (ANGSTROEM)
Ru 0.457 -0.069 0.108
O -2.588 2.069 2.136
C -1.604 1.338 1.977
O -0.835 1.361 0.959
C -1.265 0.334 3.046
C -1.563 0.632 4.350
C -1.279 -0.291 5.354
C -0.712 -1.512 5.060
C -0.408 -1.806 3.749
C -0.692 -0.919 2.675
O -0.572 -1.250 1.434
N 0.215 -3.127 3.525
O 0.015 -3.992 4.376
O 0.902 -3.282 2.547
N -1.599 0.026 6.741
O -2.087 1.116 6.985
O -1.378 -0.815 7.598
H -2.037 1.575 4.580
H -0.500 -2.230 5.835
O 6.497 -3.208 0.276
C 5.395 -2.702 0.309
S 4.993 -1.280 1.278
C 3.303 -1.184 0.818
C 2.859 -2.089 -0.052
S 1.207 -2.141 -0.604
S 4.011 -3.287 -0.615
S 2.299 0.053 1.529
C -4.021 -4.084 -0.744
Se -2.614 -3.169 0.233
C -3.229 -1.380 -0.237
C -2.925 -1.026 -1.687
Se -1.169 -0.231 -1.991
C -1.834 1.598 -1.885
H -5.001 -3.728 -0.424
H -3.937 -5.145 -0.511
H -3.915 -3.955 -1.821
H -2.749 -0.692 0.456
H -4.305 -1.362 -0.052
H -3.634 -0.297 -2.085
H -2.978 -1.910 -2.321
H -2.558 1.770 -2.681
H -0.974 2.248 -2.016
H -2.245 1.768 -0.893
C -3.664 5.560 -1.820
C -2.423 5.318 -2.643
C -2.497 5.394 -4.034
C -1.378 5.130 -4.806
C -0.177 4.779 -4.211
C -0.085 4.716 -2.820
N 1.074 4.324 -2.147
C 2.216 3.803 -2.785
C 2.961 4.565 -3.684
C 4.114 4.047 -4.251
C 4.548 2.767 -3.923
C 3.806 2.004 -3.035
C 2.643 2.507 -2.463
C 1.841 1.643 -1.532
O 1.831 0.398 -1.684
O 1.154 2.178 -0.632
C -1.213 5.004 -2.024
C -1.093 4.903 -0.526
H -4.542 5.616 -2.464
H -3.601 6.497 -1.258
H -3.828 4.761 -1.094
H -3.443 5.637 -4.505
H -1.444 5.171 -5.888
H 0.679 4.525 -4.821
H 0.889 3.764 -1.313
H 2.629 5.570 -3.917
H 4.686 4.653 -4.947
H 5.458 2.368 -4.356
H 4.105 0.996 -2.772
H -0.136 5.308 -0.191
H -1.135 3.863 -0.178
H -1.888 5.447 -0.019


Formula: C29H26N3O2
Source: the OMol25 dataset
Level of theory: ωB97M-V/def2-TZVPD

Energy above the lowest of the compared OMol25 structures with the same formula, charge and spin: 0.0 kcal per mole
Gap between HOMO and LUMO: 0.124 Ha
Total charge: -1

CARTESIAN COORDINATES (ANGSTROEM)
C 3.230 -0.186 3.319
C 2.412 -0.236 4.412
C 2.065 0.944 5.142
N 1.809 1.932 5.716
C 1.968 -1.465 4.986
N 1.573 -2.467 5.453
C 3.746 -1.384 2.675
C 2.944 -2.510 2.381
C 3.475 -3.599 1.693
C 4.837 -3.636 1.366
C 5.658 -2.546 1.699
C 5.112 -1.420 2.307
H 3.645 0.776 3.009
H 1.895 -2.516 2.679
H 2.823 -4.427 1.410
H 5.254 -4.503 0.851
H 6.724 -2.572 1.466
H 5.733 -0.557 2.562
C -3.456 0.799 -5.080
C -2.327 0.471 -4.126
C -2.867 -0.446 -3.045
C -1.161 -0.152 -4.880
O -1.754 1.708 -3.543
C -2.531 2.396 -2.629
C -1.964 2.356 -1.250
N -2.568 3.078 -0.370
C -2.571 3.114 0.945
C -3.505 4.024 1.593
C -3.459 4.312 2.976
C -4.379 5.197 3.536
C -5.354 5.803 2.734
C -5.392 5.534 1.359
C -4.461 4.664 0.789
C -1.738 2.170 1.698
C -2.318 1.359 2.691
C -1.601 0.286 3.210
C -0.289 0.064 2.785
C 0.334 0.942 1.896
C -0.403 1.970 1.317
O -3.560 2.976 -2.912
H -3.092 1.412 -5.911
H -3.867 -0.131 -5.495
H -4.255 1.337 -4.558
H -2.093 -0.700 -2.312
H -3.724 0.019 -2.539
H -3.220 -1.377 -3.507
H -0.335 -0.372 -4.194
H -1.460 -1.083 -5.372
H -0.799 0.544 -5.646
H -1.082 1.714 -1.111
H -2.693 3.845 3.595
H -4.336 5.414 4.605
H -6.077 6.489 3.181
H -6.144 6.000 0.725
H -4.452 4.452 -0.280
H -3.342 1.555 3.013
H -2.054 -0.377 3.950
H 0.266 -0.786 3.187
H 1.390 0.833 1.639
H 0.052 2.633 0.581


Formula: C29H26N4NbO15S2
Source: the OMol25 dataset
Level of theory: ωB97M-V/def2-TZVPD

Energy above the lowest of the compared OMol25 structures with the same formula, charge and spin: 8.4 kcal per mole
Gap between HOMO and LUMO: 0.210 Ha
Total charge: -1

CARTESIAN COORDINATES (ANGSTROEM)
Nb -2.119 1.098 -0.964
O 1.933 4.951 -2.535
C 2.030 5.025 -3.846
O 2.424 6.001 -4.467
C 1.451 3.815 -4.434
C 1.862 3.617 -5.770
C 1.131 2.699 -6.534
C 0.339 1.828 -5.805
C 0.130 2.065 -4.440
N 0.669 3.018 -3.759
C -0.767 1.072 -3.786
O -1.243 0.036 -4.316
O -1.093 1.431 -2.589
H 2.361 5.806 -2.235
H 2.716 4.176 -6.116
H 1.262 2.821 -7.605
H -0.147 0.958 -6.178
O -0.142 4.019 0.464
S -1.295 3.184 0.640
O -2.145 3.425 1.760
O -0.824 1.610 0.523
O -2.170 3.155 -0.673
C 3.163 -4.265 3.967
O 2.218 -3.414 3.270
C 0.931 -3.188 3.754
C 0.076 -4.183 4.320
C -1.249 -3.910 4.633
C -1.676 -2.576 4.628
C -0.899 -1.591 4.116
C 0.379 -1.847 3.628
N 0.895 -0.906 2.689
C 0.574 -0.916 1.415
N -0.567 -1.586 1.129
C -1.369 -1.820 0.039
C -1.590 -1.016 -1.067
C -1.720 -1.680 -2.296
C -1.815 -3.055 -2.332
C -1.986 -3.785 -1.182
C -1.969 -3.070 0.036
O -2.210 -3.647 1.279
C -3.507 -3.298 1.916
N 1.247 -0.556 0.349
C 2.172 0.400 0.236
C 2.820 0.348 -1.040
C 3.577 1.423 -1.506
C 3.677 2.577 -0.760
C 2.939 2.697 0.415
C 2.296 1.612 1.024
O 1.881 1.601 2.310
C 1.598 2.871 2.884
H 4.136 -3.784 3.725
H 3.074 -5.251 3.564
H 2.971 -4.259 5.094
H 0.347 -5.208 4.361
H -1.929 -4.675 4.960
H -2.705 -2.364 5.071
H -1.240 -0.566 4.230
H 1.602 -0.230 3.011
H -0.896 -2.181 1.878
H -1.647 -1.108 -3.247
H -1.778 -3.566 -3.276
H -2.286 -4.826 -1.251
H -3.831 -4.252 2.339
H -4.182 -2.987 1.121
H -3.365 -2.518 2.687
H 2.585 -0.493 -1.615
H 4.020 1.377 -2.542
H 4.380 3.359 -0.951
H 3.080 3.580 1.004
H 0.692 2.787 3.518
H 1.470 3.736 2.201
H 2.379 3.083 3.613
O -6.060 0.839 -1.036
S -4.736 0.205 -0.959
O -4.702 -1.221 -0.802
O -3.766 0.732 -2.109
O -3.862 0.765 0.221


Formula: C29H26N5O3S2SeZn
Source: the OMol25 dataset
Level of theory: ωB97M-V/def2-TZVPD

Energy above the lowest of the compared OMol25 structures with the same formula, charge and spin: 7.5 kcal per mole
Gap between HOMO and LUMO: 0.249 Ha
Total charge: -1

CARTESIAN COORDINATES (ANGSTROEM)
Zn 1.026 -0.046 -0.254
N 3.232 2.610 -3.134
C 2.512 1.941 -2.185
S 2.114 0.316 -2.514
N 2.227 2.677 -1.125
N 1.588 2.049 -0.139
C 1.146 2.731 0.865
C 1.296 4.196 1.024
C 0.989 5.074 -0.016
C 1.113 6.442 0.166
C 1.563 6.954 1.375
C 1.887 6.089 2.409
C 1.752 4.720 2.234
C 0.434 1.947 1.886
C -0.464 2.518 2.790
C -1.127 1.697 3.683
C -0.860 0.336 3.691
C 0.046 -0.152 2.764
N 0.651 0.625 1.878
H 3.274 2.182 -4.040
H 3.237 3.615 -3.069
H 0.625 4.670 -0.946
H 0.853 7.117 -0.641
H 1.662 8.025 1.509
H 2.245 6.482 3.353
H 2.017 4.043 3.038
H -0.646 3.583 2.764
H -1.848 2.116 4.375
H -1.352 -0.338 4.379
H 0.311 -1.201 2.717
O -1.409 -1.320 0.282
C -1.759 -0.311 -0.324
N -0.902 0.573 -0.879
S -1.670 1.842 -1.551
O -1.523 3.034 -0.752
O -1.384 1.972 -2.951
C -3.325 1.217 -1.267
C -4.563 1.742 -1.573
C -5.684 1.048 -1.133
C -5.557 -0.128 -0.399
C -4.304 -0.643 -0.098
C -3.193 0.049 -0.544
H -4.651 2.659 -2.140
H -6.675 1.423 -1.359
H -6.448 -0.641 -0.060
H -4.169 -1.554 0.470
C 0.518 -7.614 -1.710
C 0.848 -6.233 -1.208
C 0.315 -5.754 -0.021
C 0.664 -4.508 0.497
C 0.028 -4.054 1.780
C 1.587 -3.714 -0.194
Se 2.269 -2.074 0.584
C 2.106 -4.163 -1.418
C 3.059 -3.317 -2.214
C 1.728 -5.412 -1.900
H -0.358 -8.020 -1.203
H 1.356 -8.292 -1.524
H 0.328 -7.617 -2.785
H -0.395 -6.368 0.526
H -0.708 -4.782 2.126
H -0.472 -3.100 1.622
H 0.788 -3.919 2.554
H 2.674 -2.303 -2.322
H 3.225 -3.745 -3.204
H 4.016 -3.233 -1.697
H 2.137 -5.756 -2.846


Copy entry 2 word for word.
Formula: C29H26N3O2
Source: the OMol25 dataset
Level of theory: ωB97M-V/def2-TZVPD

Energy above the lowest of the compared OMol25 structures with the same formula, charge and spin: 0.0 kcal per mole
Gap between HOMO and LUMO: 0.124 Ha
Total charge: -1

CARTESIAN COORDINATES (ANGSTROEM)
C 3.230 -0.186 3.319
C 2.412 -0.236 4.412
C 2.065 0.944 5.142
N 1.809 1.932 5.716
C 1.968 -1.465 4.986
N 1.573 -2.467 5.453
C 3.746 -1.384 2.675
C 2.944 -2.510 2.381
C 3.475 -3.599 1.693
C 4.837 -3.636 1.366
C 5.658 -2.546 1.699
C 5.112 -1.420 2.307
H 3.645 0.776 3.009
H 1.895 -2.516 2.679
H 2.823 -4.427 1.410
H 5.254 -4.503 0.851
H 6.724 -2.572 1.466
H 5.733 -0.557 2.562
C -3.456 0.799 -5.080
C -2.327 0.471 -4.126
C -2.867 -0.446 -3.045
C -1.161 -0.152 -4.880
O -1.754 1.708 -3.543
C -2.531 2.396 -2.629
C -1.964 2.356 -1.250
N -2.568 3.078 -0.370
C -2.571 3.114 0.945
C -3.505 4.024 1.593
C -3.459 4.312 2.976
C -4.379 5.197 3.536
C -5.354 5.803 2.734
C -5.392 5.534 1.359
C -4.461 4.664 0.789
C -1.738 2.170 1.698
C -2.318 1.359 2.691
C -1.601 0.286 3.210
C -0.289 0.064 2.785
C 0.334 0.942 1.896
C -0.403 1.970 1.317
O -3.560 2.976 -2.912
H -3.092 1.412 -5.911
H -3.867 -0.131 -5.495
H -4.255 1.337 -4.558
H -2.093 -0.700 -2.312
H -3.724 0.019 -2.539
H -3.220 -1.377 -3.507
H -0.335 -0.372 -4.194
H -1.460 -1.083 -5.372
H -0.799 0.544 -5.646
H -1.082 1.714 -1.111
H -2.693 3.845 3.595
H -4.336 5.414 4.605
H -6.077 6.489 3.181
H -6.144 6.000 0.725
H -4.452 4.452 -0.280
H -3.342 1.555 3.013
H -2.054 -0.377 3.950
H 0.266 -0.786 3.187
H 1.390 0.833 1.639
H 0.052 2.633 0.581


Repeat the second record exactly.
Formula: C29H26N3O2
Source: the OMol25 dataset
Level of theory: ωB97M-V/def2-TZVPD

Energy above the lowest of the compared OMol25 structures with the same formula, charge and spin: 0.0 kcal per mole
Gap between HOMO and LUMO: 0.124 Ha
Total charge: -1

CARTESIAN COORDINATES (ANGSTROEM)
C 3.230 -0.186 3.319
C 2.412 -0.236 4.412
C 2.065 0.944 5.142
N 1.809 1.932 5.716
C 1.968 -1.465 4.986
N 1.573 -2.467 5.453
C 3.746 -1.384 2.675
C 2.944 -2.510 2.381
C 3.475 -3.599 1.693
C 4.837 -3.636 1.366
C 5.658 -2.546 1.699
C 5.112 -1.420 2.307
H 3.645 0.776 3.009
H 1.895 -2.516 2.679
H 2.823 -4.427 1.410
H 5.254 -4.503 0.851
H 6.724 -2.572 1.466
H 5.733 -0.557 2.562
C -3.456 0.799 -5.080
C -2.327 0.471 -4.126
C -2.867 -0.446 -3.045
C -1.161 -0.152 -4.880
O -1.754 1.708 -3.543
C -2.531 2.396 -2.629
C -1.964 2.356 -1.250
N -2.568 3.078 -0.370
C -2.571 3.114 0.945
C -3.505 4.024 1.593
C -3.459 4.312 2.976
C -4.379 5.197 3.536
C -5.354 5.803 2.734
C -5.392 5.534 1.359
C -4.461 4.664 0.789
C -1.738 2.170 1.698
C -2.318 1.359 2.691
C -1.601 0.286 3.210
C -0.289 0.064 2.785
C 0.334 0.942 1.896
C -0.403 1.970 1.317
O -3.560 2.976 -2.912
H -3.092 1.412 -5.911
H -3.867 -0.131 -5.495
H -4.255 1.337 -4.558
H -2.093 -0.700 -2.312
H -3.724 0.019 -2.539
H -3.220 -1.377 -3.507
H -0.335 -0.372 -4.194
H -1.460 -1.083 -5.372
H -0.799 0.544 -5.646
H -1.082 1.714 -1.111
H -2.693 3.845 3.595
H -4.336 5.414 4.605
H -6.077 6.489 3.181
H -6.144 6.000 0.725
H -4.452 4.452 -0.280
H -3.342 1.555 3.013
H -2.054 -0.377 3.950
H 0.266 -0.786 3.187
H 1.390 0.833 1.639
H 0.052 2.633 0.581